Here is a molecular structure, C22H17BrInN12O2S7 from the OMol25 dataset. Energies are from ωB97M-V/def2-TZVPD.

Results
- total charge = -1
- LUMO level (Ha) = 0.06984
- ΔE to the lowest compared entry with this formula, charge and spin (kcal per mole) = 0.3

Positions of all 62 atoms, in Å:
In1 0.09 0.60 -1.73
S1 4.81 -4.19 -3.90
C1 3.96 -3.02 -3.10
S2 4.04 -1.34 -3.45
C2 2.79 -0.78 -2.35
C3 2.19 -1.75 -1.63
S3 0.79 -1.58 -0.58
S4 2.82 -3.36 -1.85
S5 2.43 0.93 -2.39
N1 -3.08 2.33 -1.61
C4 -2.84 1.39 -0.64
N2 -3.70 1.11 0.33
N3 -3.08 0.16 1.05
N4 -1.94 -0.13 0.54
N5 -1.74 0.65 -0.55
C5 -2.22 2.67 -2.63
N6 -2.47 3.63 -3.50
N7 -1.38 3.66 -4.30
N8 -0.54 2.76 -3.95
N9 -1.03 2.10 -2.87
H1 -3.95 2.83 -1.57
C6 -0.25 4.56 -1.31
O1 0.11 3.41 -0.56
C7 -0.25 3.37 0.74
C8 -0.98 4.34 1.40
C9 -1.29 4.14 2.75
Br1 -2.28 5.48 3.65
C10 -0.91 3.01 3.42
C11 -0.19 2.02 2.75
C12 0.15 2.21 1.42
O2 0.90 1.34 0.67
C13 0.19 0.79 3.46
N10 0.68 0.74 4.67
C14 0.87 -0.62 4.91
C15 1.37 -1.26 6.04
C16 1.47 -2.64 6.01
C17 1.08 -3.37 4.87
C18 0.59 -2.75 3.74
C19 0.50 -1.37 3.78
N11 0.08 -0.44 2.85
H2 0.22 5.45 -0.89
H3 -1.34 4.69 -1.34
H4 0.11 4.39 -2.32
H5 -1.31 5.23 0.90
H6 -1.17 2.85 4.46
H7 1.08 0.51 1.14
H8 1.67 -0.69 6.91
H9 1.85 -3.17 6.87
H10 1.17 -4.45 4.89
H11 0.30 -3.31 2.86
H12 -0.49 -0.61 2.02
S6 -0.33 -0.74 -4.19
C20 -0.09 -2.39 -4.02
N12 -0.62 -3.17 -3.09
C21 -0.26 -4.57 -3.05
C22 0.65 -4.86 -4.25
S7 0.91 -3.28 -5.12
H13 -1.02 -2.72 -2.27
H14 -1.17 -5.18 -3.10
H15 0.25 -4.79 -2.11
H16 0.20 -5.57 -4.94
H17 1.62 -5.24 -3.94

Here are the natural (NBO) charges for atoms 1 to 5, given in e: number 1, In, carries 1.332; number 2, S, carries -0.143; number 3, C, carries -0.573; number 4, S, carries 0.503; number 5, C, carries -0.410

---

Here is a molecular structure, C56H56B2Br3F10N12O5S2V from the OMol25 dataset. Energies are from ωB97M-V/def2-TZVPD.

Results
- multiplicity = 2
- total charge = -1
- LUMO level (spin up / spin down) (Ha) = 0.01157 / 0.01483

Positions of all 147 atoms, in Å:
O1 -1.20 2.67 4.57
V1 -0.75 1.66 3.40
N1 -0.23 0.59 1.80
S1 -0.72 0.44 0.30
O2 -1.29 -0.83 -0.20
O3 -0.07 1.25 -0.66
F1 -2.13 1.19 0.58
S2 1.03 -0.55 1.38
O4 2.11 -0.18 0.50
O5 0.68 -1.96 1.40
F2 1.68 -0.47 2.84
B1 -1.08 -0.30 5.72
F3 -0.85 -1.50 6.24
F4 -0.56 -0.16 4.45
F5 -2.42 -0.08 5.60
F6 -0.64 0.70 6.56
B2 -0.79 4.65 2.00
F7 -2.15 4.89 2.01
F8 -0.16 5.27 0.95
F9 -0.23 5.05 3.24
F10 -0.61 3.29 1.97
N2 -2.48 -3.41 -3.11
C1 -2.04 -2.90 -4.28
C2 -0.70 -2.45 -4.43
C3 0.14 -2.46 -3.33
C4 -0.30 -2.93 -2.10
C5 -1.63 -3.36 -2.05
H1 -2.80 -2.79 -5.04
H2 -0.39 -1.97 -5.34
H3 1.18 -2.20 -3.50
H4 0.35 -3.01 -1.23
H5 -2.00 -3.75 -1.12
N3 1.50 5.10 -1.16
C6 2.42 4.58 -0.32
C7 3.36 3.55 -0.67
C8 3.24 3.10 -1.99
C9 2.42 3.72 -2.94
C10 1.53 4.67 -2.45
H6 2.45 4.97 0.69
H7 4.06 3.13 0.04
H8 3.85 2.30 -2.38
H9 2.37 3.37 -3.96
H10 0.87 5.16 -3.15
N4 3.38 -0.78 -3.80
C11 3.94 -1.83 -4.49
C12 4.18 -3.06 -3.95
C13 3.85 -3.23 -2.58
C14 3.28 -2.17 -1.87
C15 3.13 -0.95 -2.49
H11 4.12 -1.71 -5.55
H12 4.71 -3.86 -4.43
H13 3.89 -4.26 -2.26
H14 3.01 -2.42 -0.85
H15 2.53 -0.21 -1.97
N5 -1.61 5.66 -1.48
C16 -2.41 6.25 -2.49
C17 -3.43 5.63 -3.19
C18 -3.61 4.24 -2.94
C19 -2.74 3.56 -2.09
C20 -1.76 4.32 -1.41
H16 -2.25 7.28 -2.78
H17 -3.98 6.18 -3.94
H18 -4.39 3.72 -3.47
H19 -2.85 2.49 -2.01
H20 -1.21 3.76 -0.67
N6 -0.50 3.86 -5.92
C21 0.72 3.94 -6.61
C22 1.67 2.92 -6.60
C23 1.42 1.78 -5.85
C24 0.17 1.72 -5.12
C25 -0.74 2.73 -5.23
H21 0.90 4.86 -7.13
H22 2.57 3.10 -7.17
H23 2.08 0.93 -5.75
H24 0.09 0.88 -4.45
H25 -1.65 2.69 -4.66
N7 -3.96 -3.61 0.72
C26 -2.79 -3.36 1.43
C27 -2.47 -4.18 2.47
C28 -3.18 -5.30 2.83
C29 -4.37 -5.52 2.15
C30 -4.74 -4.65 1.07
H26 -2.17 -2.51 1.21
H27 -1.60 -3.92 3.05
H28 -2.82 -6.08 3.47
H29 -5.01 -6.37 2.32
H30 -5.60 -4.73 0.43
N8 -4.01 0.78 -4.20
C31 -5.32 0.92 -4.37
C32 -6.23 0.63 -3.35
C33 -5.70 0.21 -2.14
C34 -4.30 -0.08 -2.00
C35 -3.51 0.20 -3.10
H31 -5.85 1.28 -5.24
H32 -7.29 0.78 -3.52
H33 -6.35 0.12 -1.29
H34 -3.97 -0.57 -1.10
H35 -2.44 0.27 -3.08
N9 -3.09 1.57 3.16
C36 -4.03 2.53 3.19
C37 -5.37 2.34 2.90
C38 -5.83 1.05 2.60
C39 -4.90 0.02 2.72
C40 -3.51 0.28 2.96
H36 -3.57 3.50 3.21
H37 -5.96 3.20 2.63
H38 -6.80 0.79 2.18
H39 -5.25 -0.95 2.42
H40 -2.80 -0.53 2.97
N10 1.40 2.23 4.18
C41 2.08 1.48 5.14
C42 3.43 1.74 5.49
C43 4.14 2.71 4.87
C44 3.54 3.46 3.88
C45 2.17 3.17 3.57
H41 1.55 0.63 5.54
H42 3.90 1.10 6.23
H43 5.14 2.95 5.19
H44 4.01 4.29 3.38
H45 1.79 3.69 2.70
N11 4.16 -2.75 3.52
C46 5.00 -2.27 4.42
C47 4.66 -1.78 5.63
C48 3.29 -1.79 6.01
C49 2.36 -2.40 5.18
C50 2.87 -2.85 3.93
H46 6.01 -2.16 4.06
H47 5.40 -1.26 6.23
H48 2.92 -1.45 6.96
H49 1.32 -2.57 5.43
H50 2.20 -3.37 3.26
N12 2.36 -7.17 -1.24
C51 1.02 -6.94 -1.27
C52 0.41 -5.93 -0.52
C53 1.20 -5.10 0.23
C54 2.59 -5.28 0.23
C55 3.12 -6.35 -0.50
H51 0.36 -7.66 -1.73
H52 -0.64 -5.72 -0.52
H53 0.70 -4.30 0.75
H54 3.30 -4.64 0.74
H55 4.19 -6.49 -0.55
C56 5.78 -0.38 1.09
Br1 7.59 -0.69 1.83
Br2 5.90 -0.19 -0.87
Br3 4.83 1.15 1.92
H56 5.19 -1.27 1.28

Here are the Löwdin charges for atoms 1 to 5, given in e: number 1, O, carries -0.184; number 2, V, carries 1.008; number 3, N, carries -0.325; number 4, S, carries 0.459; number 5, O, carries -0.272